This record from the Open Molecules 2025 dataset describes a structure of composition C23H26BaClIN4O4Te. The level of theory is ωB97M-V/def2-TZVPD.

As for the orbital gap: 3.41 eV. The value obtained for the strongest force on any atom is 0.30 eV/Å. The value obtained for the relative energy (zero: lowest compared OMol25 entry of this formula, charge and spin) is 17.7 kcal/mol. The highest occupied orbital energy is 0.43 eV.

Structure (ORCA input):
```
! RIJCOSX wB97M-V def2-TZVPD def2/J DEFGRID3
* xyz -2 1
Ba 1.302 -1.187 -1.007
I 6.739 0.059 0.276
Te 1.602 -3.934 0.768
Cl 5.688 5.483 -1.135
O -1.216 -1.464 -1.504
O 3.716 -0.048 -0.701
O -1.080 0.798 -3.062
O -5.500 -3.453 -1.150
N 1.252 0.160 1.470
N 2.056 1.835 -1.709
N 1.649 -1.084 3.440
N -0.526 -0.701 2.691
C -3.298 -2.484 -1.336
C 5.910 2.848 -0.573
C -0.991 -2.060 2.986
C 3.755 3.544 -1.423
C 5.461 1.530 -0.472
C 1.586 4.105 -2.281
C -4.908 -4.561 -0.502
C 3.053 -1.241 3.127
C 4.154 1.126 -0.812
C -4.651 -2.447 -1.528
C 1.313 -1.010 4.842
C 0.834 -0.525 2.482
C 3.300 2.205 -1.327
C -3.087 -0.265 -2.371
C -5.273 -1.337 -2.139
C 1.233 2.749 -2.169
C -2.284 0.858 -2.837
C 2.840 4.501 -1.912
C 5.083 3.836 -1.032
C -4.487 -0.283 -2.528
C -2.930 2.231 -3.016
C -2.450 -1.400 -1.746
C -1.406 -0.010 1.767
H 3.481 -1.966 3.822
H -5.721 -5.246 -0.268
H -2.786 -3.310 -0.861
H -4.015 2.249 -2.985
H 6.922 3.093 -0.280
H 1.806 -0.154 5.330
H -1.132 -2.632 2.064
H 3.148 5.535 -1.990
H -2.559 2.856 -2.200
H -0.246 -2.606 3.557
H -4.402 -4.263 0.420
H -4.976 0.557 -3.004
H 0.863 4.816 -2.662
H 0.240 -0.906 4.973
H 1.643 -1.922 5.346
H -1.931 -1.998 3.546
H -2.575 2.666 -3.951
H -1.460 -0.505 0.789
H 3.149 -1.674 2.127
H -2.411 -0.003 2.196
H 3.613 -0.297 3.211
H 0.257 2.395 -2.482
H 2.251 0.330 1.532
H -4.182 -5.061 -1.149
H -6.345 -1.340 -2.284
H -1.063 1.012 1.621
*
```

Atom charges from the Löwdin analysis, given in e for atoms 1 to 6: atom 1 (Ba): 1.298, atom 2 (I): 0.833, atom 3 (Te): -0.788, atom 4 (Cl): 0.600, atom 5 (O): -0.330, atom 6 (O): -0.310

***

This record from the Open Molecules 2025 dataset describes a structure of composition C37H35BHfN2O7 in a non-equilibrium geometry. The level of theory is ωB97M-V/def2-TZVPD.

As for the orbital gap: 7.17 eV. The value obtained for the strongest force on any atom is 1.11 eV/Å. The value obtained for the relative energy (zero: lowest compared OMol25 entry of this formula, charge and spin) is 10.5 kcal/mol. The highest occupied orbital energy is -7.69 eV.

Structure (ORCA input):
```
! RIJCOSX wB97M-V def2-TZVPD def2/J DEFGRID3
* xyz 0 1
Hf 0.429 -1.587 1.114
O 0.078 -2.229 3.125
O 3.096 -3.735 -1.116
O 1.157 1.726 -0.194
O 1.184 -3.186 -0.059
O 1.854 -0.442 -0.370
O -1.617 -0.670 1.506
O -1.091 -1.512 -0.427
N 2.653 -2.176 1.919
N -4.374 0.356 1.227
C 1.737 2.633 -5.102
C 2.729 -0.836 3.913
C 2.462 -3.387 -0.147
C 4.876 -2.352 4.867
C 1.873 0.134 -1.634
C 2.226 -0.423 -2.838
C 3.177 -3.118 1.169
C 4.364 -1.335 5.620
C 1.021 3.964 -4.865
C -3.427 1.453 -0.728
C -3.105 2.392 1.486
C 1.022 1.901 -6.246
C -4.819 -3.476 -0.426
C 4.327 -2.650 3.597
C -1.808 4.544 1.776
C -2.401 3.458 0.918
C -3.623 1.401 0.648
C -5.753 -1.530 0.646
C 2.154 0.425 -3.938
C 3.186 2.925 -5.520
C -0.578 -3.102 2.490
C 4.302 -3.882 1.535
C -3.569 -2.883 -0.379
C -2.214 3.502 -0.459
C -4.500 -0.917 0.693
C 4.852 -3.665 2.761
C -3.394 -1.632 0.206
C 1.425 2.292 -2.592
C -1.997 -1.198 0.426
C 1.487 1.448 -1.504
C 3.232 -1.897 3.131
C 1.760 1.765 -3.841
C -5.905 -2.797 0.111
C 3.285 -0.567 5.130
C -1.207 -4.198 3.261
C -3.294 2.252 2.971
C -2.711 2.501 -1.277
B 1.307 0.552 0.527
H 1.591 1.042 -6.602
H -1.055 4.145 2.459
H -3.009 1.247 3.289
H -4.337 2.406 3.269
H -3.843 0.682 -1.366
H 0.002 3.817 -4.500
H 0.963 4.519 -5.803
H -1.323 5.297 1.156
H -6.889 -3.249 0.089
H 4.674 -4.614 0.833
H -4.944 -4.454 -0.870
H 1.112 3.317 -2.460
H 1.553 4.592 -4.149
H -1.279 -3.986 4.329
H -1.656 4.325 -0.886
H 1.910 -0.242 3.528
H 4.789 -1.109 6.588
H 2.525 -1.460 -2.914
H 3.708 3.484 -4.741
H 0.038 1.546 -5.936
H 5.696 -4.249 3.108
H -0.571 -5.077 3.108
H 3.210 3.514 -6.440
H 3.735 1.998 -5.694
H 0.890 2.577 -7.093
H -2.564 5.045 2.383
H 2.417 0.022 -4.907
H -2.698 2.969 3.529
H 5.715 -2.937 5.224
H -6.615 -0.986 1.016
H -2.694 -3.391 -0.764
H -2.551 2.540 -2.347
H -5.081 0.632 1.887
H -2.178 -4.451 2.834
H 2.895 0.247 5.727
*
```

Atom charges from the Löwdin analysis, given in e for atoms 1 to 6: atom 1 (Hf): 1.703, atom 2 (O): -0.161, atom 3 (O): 0.099, atom 4 (O): 0.133, atom 5 (O): -0.138, atom 6 (O): -0.044

***

This record from the Open Molecules 2025 dataset describes a structure of composition C22H38BaO3P2S in a non-equilibrium geometry. The level of theory is ωB97M-V/def2-TZVPD.

As for the orbital gap (alpha / beta): 2.71 / 2.71 eV. The value obtained for the strongest force on any atom is 2.04 eV/Å. The value obtained for the relative energy (zero: lowest compared OMol25 entry of this formula, charge and spin) is 89.5 kcal/mol. The highest occupied orbital energy (alpha / beta) is -2.75 / -2.74 eV.

Structure (ORCA input):
```
! RIJCOSX wB97M-V def2-TZVPD def2/J DEFGRID3
* xyz 0 1
Ba 1.700 -1.210 0.149
S 2.937 -0.723 2.827
P 0.299 1.999 -1.582
P -1.360 -1.039 0.977
O 1.738 0.107 2.457
O 2.586 -2.057 3.290
O 3.859 -0.720 1.647
C 5.228 1.114 6.352
C 5.399 1.621 5.055
C -4.229 0.386 -3.604
C -2.649 -2.865 -4.066
C -3.842 -1.766 -2.163
C 3.565 -0.433 5.488
C -2.914 -2.624 -2.613
C 4.281 0.104 6.557
C 3.785 0.043 4.187
C -1.939 -0.371 -4.309
C 4.685 1.086 3.975
C -0.530 0.372 -1.491
C -0.804 3.392 -1.398
C -2.436 -1.621 -4.966
C 1.523 1.959 -0.272
C -4.757 -0.964 -3.048
C -2.743 0.527 -3.708
C 6.028 1.674 7.500
C 1.194 2.080 -3.150
C -3.056 -1.472 1.495
C -1.651 0.138 -0.450
C -0.901 -2.594 0.060
H -2.975 -1.911 2.500
H 0.614 2.639 -3.903
H -2.518 -0.252 -1.014
H 1.399 1.073 -3.547
H -1.762 -3.508 -4.140
H -5.643 -0.710 -2.447
H 2.848 -1.224 5.674
H -3.484 -3.439 -4.500
H -4.104 -1.727 -1.100
H -2.466 -3.356 -1.943
H 1.132 1.574 0.689
H 4.830 1.470 2.969
H -1.681 -1.907 -5.713
H 5.888 2.761 7.561
H 1.841 2.991 -0.085
H -3.677 -0.569 1.561
H -1.633 3.152 -0.719
H -1.802 -3.198 -0.068
H 2.156 2.590 -2.990
H -1.957 1.086 0.012
H 4.105 -0.273 7.568
H -4.605 1.210 -2.976
H -5.128 -1.567 -3.894
H 2.454 1.430 -0.552
H -1.005 0.275 -2.465
H -1.214 3.683 -2.379
H -0.197 -3.204 0.673
H 5.732 1.214 8.450
H -0.879 -0.153 -4.469
H -2.369 1.514 -3.405
H 7.105 1.492 7.379
H -4.679 0.535 -4.599
H -0.469 -2.443 -0.951
H 6.106 2.438 4.895
H 0.198 -0.461 -1.592
H -3.371 -1.425 -5.516
H -3.526 -2.203 0.824
H -0.260 4.257 -0.983
*
```

Atom charges from the Löwdin analysis, given in e for atoms 1 to 6: atom 1 (Ba): 1.217, atom 2 (S): 0.377, atom 3 (P): 0.851, atom 4 (P): 0.818, atom 5 (O): -0.562, atom 6 (O): -0.354

***

This record from the Open Molecules 2025 dataset describes a cluster of 2 separate species, C35H45BCl3N3O in total in a non-equilibrium geometry. The level of theory is ωB97M-V/def2-TZVPD.

As for the orbital gap: 4.64 eV. The value obtained for the strongest force on any atom is 2.70 eV/Å. The value obtained for the relative energy (zero: lowest compared OMol25 entry of this formula, charge and spin) is 46.3 kcal/mol. The highest occupied orbital energy is -6.31 eV.

Structure (ORCA input):
```
! RIJCOSX wB97M-V def2-TZVPD def2/J DEFGRID3
* xyz 0 1
Cl 4.635 -0.560 -4.280
Cl 4.193 2.095 -2.782
Cl 4.125 2.053 -5.857
O 2.306 0.785 -4.281
N -0.187 0.858 0.890
N -0.188 -0.314 1.566
N 0.490 -1.175 0.764
C -0.360 -0.026 -4.437
C 1.568 -3.003 2.010
C -0.338 -3.491 0.561
C -0.874 2.003 1.446
C -1.711 -0.337 -4.473
C -2.837 3.396 1.544
C -2.273 2.026 -4.630
C 3.969 -2.251 2.238
C 2.200 3.179 2.161
C -2.209 4.205 2.487
C -2.895 1.366 0.028
C 0.747 1.823 -1.200
C 0.036 1.339 -4.398
C 1.668 -4.362 2.315
C 0.785 -5.280 1.749
C -0.928 3.887 2.941
C 1.402 1.690 -4.159
C 0.581 -2.586 1.110
C -0.216 -4.844 0.882
C -3.184 2.112 -1.261
C -2.676 0.681 -4.559
C 2.377 -1.983 4.177
C 1.142 2.414 2.947
C 0.976 -0.539 -0.352
C -1.368 -3.612 -1.750
C 1.323 2.631 4.452
C 1.851 -1.217 -1.297
C -0.926 2.361 -4.555
C -4.155 0.729 0.616
C 2.522 -2.000 2.656
C -1.480 -3.028 -0.345
C 0.540 0.778 -0.321
C -2.846 -3.342 0.268
C -2.181 2.279 1.023
C -0.256 2.771 2.448
B 3.772 1.070 -4.310
H 2.891 -1.288 -0.926
H 2.449 -4.693 3.004
H -0.921 -5.557 0.447
H 3.026 -1.212 4.609
H -2.992 -4.426 0.366
H 2.103 2.985 1.088
H -4.903 1.493 0.862
H -3.860 2.959 -1.080
H 1.341 -1.757 4.456
H 2.650 -2.955 4.609
H -2.191 0.559 -0.196
H -3.914 0.170 1.528
H 0.549 2.107 5.023
H -0.443 4.515 3.691
H 2.298 2.241 4.765
H -3.023 2.811 -4.757
H 0.408 -0.801 -4.445
H -2.936 -2.889 1.263
H 1.509 -2.236 -1.532
H 0.876 -6.342 1.987
H 1.897 -0.630 -2.225
H -2.150 -3.191 -2.395
H -1.485 -4.705 -1.726
H -4.594 0.030 -0.106
H 1.288 3.698 4.707
H -3.848 3.623 1.199
H 0.199 2.747 -1.054
H -2.718 5.091 2.871
H -3.641 1.444 -1.999
H 2.082 4.259 2.328
H 1.257 1.339 2.749
H -3.646 -2.939 -0.365
H -3.738 0.423 -4.602
H -2.248 2.497 -1.681
H 4.062 -2.255 1.144
H 1.708 2.734 -4.044
H -2.019 -1.387 -4.468
H 3.204 2.884 2.484
H -0.583 3.394 -4.625
H -0.395 -3.376 -2.198
H 4.323 -3.218 2.621
H 2.222 -1.015 2.282
H 1.552 1.687 -1.909
H -1.386 -1.938 -0.418
H 4.617 -1.460 2.635
*
```

Atom charges from the Löwdin analysis, given in e for atoms 1 to 6: atom 1 (Cl): 0.511, atom 2 (Cl): 0.496, atom 3 (Cl): 0.500, atom 4 (O): -0.090, atom 5 (N): -0.030, atom 6 (N): 0.167